This record from the OMol25 dataset describes a cluster of 2 separate species, C2H9NO in total at a distorted geometry. The level of theory is ωB97M-V with the def2-TZVPD basis set.

The calculation puts the HOMO energy at -9.044 eV. Its HOMO-LUMO gap is 0.36296 hartree. As for the structure (SMILES): CNC.O. The total energy is -211.556597 hartree. The energy above the lowest of the compared OMol25 structures with the same formula, charge and spin is 0.775 eV.

Structure (XYZ):
```
13
Properties=species:S:1:pos:R:3:lowdin_charge:R:1
O 3.0285 -3.1021 0.4961 -0.09
N -0.4765 1.5171 -0.6208 -0.20
C -1.7478 1.6733 0.0656 -0.18
C 0.1084 0.2854 -0.1754 -0.19
H -2.2016 2.6251 -0.2580 0.08
H -0.2963 -0.6815 -0.5187 0.07
H -1.6466 1.6872 1.1638 0.08
H -0.7714 1.4263 -1.6014 0.10
H 2.9426 -3.6570 1.3041 0.05
H 0.1256 0.2879 0.9275 0.08
H 1.1434 0.3843 -0.5436 0.08
H 2.2156 -3.2941 -0.0241 0.04
H -2.4237 0.8480 -0.2150 0.07
```